ORCA calculation (ωB97M-V with the def2-TZVPD basis set) on a structure of composition C3H6CsO4.

The geometry in XYZ format:
```
14
Properties=species:S:1:pos:R:3:forces:R:3:lowdin_spin:R:1
O 0.78357 0.05080 1.14041 0.3 0.5 0.1 0.0024
C 0.70999 0.20485 -0.20264 1.6 0.7 -2.0 0.0061
C -0.50890 -0.29435 1.64404 -0.2 0.1 0.1 0.0025
O 1.38187 -0.70406 -0.95578 3.4 1.6 -1.5 0.0371
O -0.60959 0.19100 -0.59793 0.2 0.6 0.2 0.0273
C -1.43720 0.25784 0.57017 -0.1 0.2 0.0 0.0052
Cs -0.31467 -2.66791 -3.62600 0.1 0.1 0.1 0.9021
H -0.63699 0.18092 2.62143 0.0 -0.1 -0.2 0.0002
H -0.58619 -1.38619 1.73739 0.0 0.2 0.0 0.0014
H -1.72694 1.30033 0.75250 0.0 -0.2 0.0 0.0004
H -2.32551 -0.35801 0.39877 0.2 0.2 0.0 0.0036
O 1.65891 1.47236 -0.64959 -1.8 -0.8 1.5 0.0053
H 2.24138 0.01129 -1.30333 -3.3 -3.0 1.6 0.0040
H 1.37027 1.74114 -1.52945 -0.5 0.1 0.0 0.0024
```
Forces are in eV/Å.

## Properties
2S+1 ... 2
ΔE to the lowest compared entry with this formula, charge and spin ... 1.378 eV
Total energy ... -438.8821 hartree
Net charge ... 0
Orbital gap (spin up / spin down) ... 3.427 / 11.257 eV

=====

ORCA calculation (ωB97M-V with the def2-TZVPD basis set) on a structure of composition C3H6DyO3.

The geometry in XYZ format:
```
13
Properties=species:S:1:pos:R:3:forces:R:3:lowdin_spin:R:1
O -0.19036 -2.93828 1.31979 -1.1 -0.7 -1.3 0.0502
C 0.34728 -1.80881 1.78783 1.5 1.0 0.2 0.0067
C 0.60228 -0.76864 0.96387 -1.2 -0.2 0.3 0.0046
O -0.07004 -0.74888 -0.24779 0.8 -1.7 -0.4 0.0567
C -0.34955 1.10598 -0.87782 0.1 3.1 -1.2 -0.0007
Dy -0.54779 -3.03401 -0.82833 0.5 1.7 1.9 5.8775
H 0.64633 -1.75692 2.84378 0.1 -0.3 -0.4 0.0001
H 1.19542 0.10349 1.26559 -0.5 -0.2 -0.2 0.0003
H -0.67767 0.76031 -1.86824 -0.1 0.1 1.0 0.0001
H -1.01827 1.34873 -0.03905 0.5 -0.5 -0.8 0.0001
H 0.71680 1.37881 -0.83920 -0.8 -0.5 0.4 -0.0002
O -0.69945 3.08035 -1.45343 0.1 -1.8 0.5 0.0046
H 0.04500 3.27786 -2.02698 0.1 0.0 -0.1 0.0000
```
Forces are in eV/Å.

## Properties
2S+1 ... 7
Total energy ... -1228.5027 hartree
Net charge ... 0
Orbital gap (spin up / spin down) ... 6.153 / 4.983 eV

=====

ORCA calculation (ωB97M-V with the def2-TZVPD basis set) on the molecule C3H6F2O.

The geometry in XYZ format:
```
12
Properties=species:S:1:pos:R:3:forces:R:3:mulliken_charge:R:1
C 0.07870 -0.03102 0.46515 -0.9 -0.1 1.8 0.0201
C 1.24757 -0.75475 -0.18211 0.3 0.5 -0.6 -0.4179
C -1.27709 -0.72940 0.10053 1.4 0.3 0.3 -0.3453
H -0.55118 1.17231 -0.72694 0.3 1.5 0.2 0.3476
H 0.24833 -0.08383 1.53569 -0.1 0.5 0.3 0.3394
H 1.58868 -1.79077 0.15909 -0.8 1.5 -0.2 0.2594
H 0.95578 -0.75370 -1.22732 0.4 -0.5 -0.6 0.2800
H -1.63035 -1.39146 0.86232 0.0 -0.6 0.4 0.3133
H -1.02403 -1.19482 -0.81312 -0.3 -1.3 -1.1 0.2819
O 0.01653 1.33662 0.05588 -0.5 -1.8 -0.9 -0.4913
F 2.30071 0.15104 -0.07786 0.4 -0.8 0.1 -0.2847
F -2.30232 0.12010 -0.20415 -0.4 0.9 0.1 -0.3025
```
Forces are in eV/Å.

## Properties
ΔE to the lowest compared entry with this formula, charge and spin ... 1.097 eV
Total energy ... -392.8293 hartree
SMILES ... OC(CF)CF
Net charge ... 0
Orbital gap ... 11.715 eV

=====

ORCA calculation (ωB97M-V with the def2-TZVPD basis set) on a cluster of 2 separate species, C3H6F2O2S in total.

The geometry in XYZ format:
```
14
Properties=species:S:1:pos:R:3:forces:R:3:mulliken_charge:R:1
C -0.12946 0.66628 1.47173 -3.1 0.6 -0.1 -1.0872
C -0.90900 0.77156 0.14338 -2.0 2.3 0.0 -0.3810
C 1.11042 -1.42909 -2.76949 0.3 -2.2 1.4 0.1702
O -0.41882 2.15389 -2.19862 0.0 -0.8 0.6 -0.5363
O 1.23763 2.29656 -0.42742 2.6 1.8 2.3 -0.5042
F 2.13142 -2.16501 -2.22039 -0.5 1.3 -1.1 -0.2066
F 0.00879 -1.97123 -2.24768 -0.5 0.6 0.2 -0.1806
S 0.30526 1.50662 -1.10246 -3.3 -1.7 -2.9 0.8346
H -0.11905 1.69276 1.82044 -0.1 0.0 0.6 0.3295
H -0.63845 0.01012 2.20465 0.5 0.3 -0.5 0.2998
H 0.86408 0.47979 1.30736 2.4 -1.3 -0.2 0.3826
H -1.71086 1.62016 0.25404 1.6 -1.1 -0.3 0.2837
H -1.59632 0.01712 -0.30514 1.5 -0.2 0.3 0.3885
H 1.00817 -1.45341 -3.84759 0.7 0.4 -0.3 0.2069
```
Forces are in eV/Å.

## Properties
ΔE to the lowest compared entry with this formula, charge and spin ... 3.684 eV
Total energy ... -866.1452 hartree
Net charge ... 0
Orbital gap (spin up / spin down) ... 8.656 / 8.225 eV

=====

ORCA calculation (ωB97M-V with the def2-TZVPD basis set) on a cluster of 2 separate species, C3H6F3NO3S in total.

The geometry in XYZ format:
```
17
Properties=species:S:1:pos:R:3:forces:R:3:mulliken_charge:R:1
C -0.37181 -0.39614 -3.14665 0.8 -0.6 0.3 -0.7032
C 0.13156 0.73576 2.78657 -1.4 3.3 -1.4 0.8603
C 0.73774 -0.16980 -1.01824 0.3 -3.3 -0.7 0.7638
N 0.66243 0.63223 4.04950 2.9 -2.1 -3.2 -0.4488
O 0.36230 0.92190 -0.72877 -0.3 1.4 -0.3 -0.6107
O 0.59878 -0.87115 -2.16437 -0.5 1.8 0.7 -0.3024
O 1.05951 0.99053 1.80417 0.0 -1.1 -0.7 -0.6343
F -0.75371 1.88523 2.74408 0.5 -0.2 0.3 -0.3601
F -0.81222 -0.20422 2.55965 0.7 -1.0 -0.6 -0.2584
F 1.64497 -2.63442 -0.75556 -0.1 1.1 0.8 -0.2579
S 1.48566 -1.26754 0.18394 0.3 -0.9 -0.7 0.2531
H -0.41444 0.65989 -3.28552 0.1 0.9 0.5 0.3213
H -1.33471 -0.81000 -2.90676 -0.4 -0.1 0.1 0.3047
H 0.02469 -0.80626 -4.04585 -0.1 -0.4 -0.8 0.2610
H 1.63705 0.79139 4.16445 0.4 0.2 -0.2 0.2209
H 0.11399 0.92236 4.74149 -2.7 1.4 3.2 0.1828
H 0.77962 1.17513 0.79989 -0.5 -0.4 2.5 0.4079
```
Forces are in eV/Å.

## Properties
ΔE to the lowest compared entry with this formula, charge and spin ... 0.000 eV
Total energy ... -1096.1514 hartree
SMILES ... COC(=O)SF.NC(O)(F)F
Net charge ... 0
Orbital gap ... 10.419 eV

=====

ORCA calculation (ωB97M-V with the def2-TZVPD basis set) on a structure of composition C3H6FN.

The geometry in XYZ format:
```
11
Properties=species:S:1:pos:R:3:forces:R:3:mulliken_charge:R:1
C -0.61802 0.90080 0.05118 0.2 3.3 2.1 -0.3465
C 0.59740 0.37409 -0.67089 -2.8 0.9 1.2 0.5310
C 1.03013 -0.84143 -0.53784 5.1 -6.0 0.8 -0.6886
H -0.30397 -1.12737 0.98772 -3.2 4.9 -0.8 0.2662
H -2.04792 -0.75765 0.44782 3.7 2.8 0.9 0.2409
H -1.49898 1.62941 -0.21559 1.7 -1.8 -1.0 0.3171
H -0.25404 1.68315 0.94578 0.4 -1.4 -2.4 0.1659
H 2.23806 -1.19839 -0.56294 -3.2 1.9 -0.9 0.1792
H 0.65357 -1.88585 -0.13390 -0.2 2.9 -1.1 0.2424
N -1.08305 -0.13150 0.79978 -4.3 -9.4 2.8 -0.6698
F 1.28682 1.35475 -1.11113 2.5 2.0 -1.6 -0.2380
```
Forces are in eV/Å.

## Properties
ΔE to the lowest compared entry with this formula, charge and spin ... 4.140 eV
Total energy ... -272.3390 hartree
Net charge ... 0
Orbital gap ... 9.517 eV

=====

ORCA calculation (ωB97M-V with the def2-TZVPD basis set) on the molecule C3H6FN.

The geometry in XYZ format:
```
11
Properties=species:S:1:pos:R:3:forces:R:3:mulliken_charge:R:1
C 0.18975 1.19883 -0.54676 -1.2 -1.4 0.7 -0.3217
C 0.32780 0.05002 0.47313 -1.0 0.6 -1.2 0.0013
C 0.02434 -1.32963 -0.00585 1.5 0.0 1.2 -0.4189
H -0.73368 1.00951 -1.11905 -0.1 0.5 0.3 0.2229
H 0.96225 1.20286 -1.29306 0.8 -0.1 0.0 0.2560
H 1.10087 0.23109 1.17372 0.8 -0.1 0.5 0.3417
H 0.73787 -2.03305 0.43010 -0.4 -0.4 -0.8 0.2420
H -0.33071 -1.47763 -1.03046 -0.1 0.0 0.5 0.2751
H -1.70058 -0.53572 0.75939 0.1 0.4 0.0 0.2443
N -0.76458 -0.75245 1.08854 -0.2 0.5 -1.0 -0.5579
F 0.18667 2.43618 0.07031 -0.2 -0.1 -0.1 -0.2846
```
Forces are in eV/Å.

## Properties
ΔE to the lowest compared entry with this formula, charge and spin ... 0.607 eV
Total energy ... -272.4689 hartree
SMILES ... FC[C@@H]1CN1
Net charge ... 0
Orbital gap ... 11.000 eV

=====

ORCA calculation (ωB97M-V with the def2-TZVPD basis set) on the molecule C3H6FN.

The geometry in XYZ format:
```
11
Properties=species:S:1:pos:R:3:forces:R:3:mulliken_charge:R:1
C 0.45413 -0.60340 -1.12299 2.1 -0.5 2.2 -0.0792
C -0.34297 0.29311 -0.26345 -4.7 2.2 -1.1 -0.2713
C -0.00242 0.86752 1.08065 1.5 -2.6 0.5 -0.1616
H 0.95655 -1.13249 -0.12559 -0.3 -0.2 -3.4 0.0893
H 1.13755 0.13446 -1.59359 0.1 -1.3 -0.3 0.2132
H -1.03829 0.96051 -0.89835 1.1 -0.8 1.2 0.3099
H -0.37677 1.84822 1.36313 0.6 -0.1 -0.1 0.2499
H 0.86721 0.31764 1.62605 -1.0 2.2 -0.9 0.1827
H -0.45823 -1.07050 1.10734 -2.1 1.6 0.4 0.2832
N -1.06677 -0.16343 0.98086 2.0 -2.2 -1.2 -0.5427
F -0.12999 -1.45163 -2.15406 0.7 1.7 2.6 -0.2734
```
Forces are in eV/Å.

## Properties
ΔE to the lowest compared entry with this formula, charge and spin ... 2.057 eV
Total energy ... -272.4155 hartree
SMILES ... FC[C@@H]1CN1
Net charge ... 0
Orbital gap ... 11.187 eV

=====

ORCA calculation (ωB97M-V with the def2-TZVPD basis set) on the molecule C3H6FNO.

The geometry in XYZ format:
```
12
Properties=species:S:1:pos:R:3:forces:R:3:mulliken_charge:R:1
C -0.38583 -1.26147 1.30625 3.2 -1.9 -0.1 -0.9595
C 0.22224 -0.09120 -0.63140 -0.5 4.3 -1.3 0.2864
C 0.45862 1.35076 -1.20820 1.4 0.6 1.6 -0.0419
H 0.23635 -1.19307 2.18516 -0.7 1.2 1.1 0.3297
H 0.25024 -2.07938 0.89382 -0.7 0.6 -1.0 0.3029
H -1.31062 -1.62472 1.32493 -3.6 -2.3 1.8 0.4039
H -1.17184 0.73569 0.48156 1.8 -3.2 1.0 0.3124
H 1.54877 1.70084 -0.61678 -3.0 -0.9 -2.4 0.1861
H 0.43436 1.45705 -2.43213 0.0 -0.2 3.5 0.2714
N -0.55137 -0.19811 0.43834 -0.8 5.1 -1.2 -0.2138
O 0.80289 -0.90197 -1.23102 2.6 -4.4 -1.7 -0.5409
F -0.53381 2.10558 -0.51053 0.3 1.0 -1.3 -0.3367
```
Forces are in eV/Å.

## Properties
ΔE to the lowest compared entry with this formula, charge and spin ... 2.755 eV
Total energy ... -347.6868 hartree
SMILES ... CNC(=O)CF
Net charge ... 0
Orbital gap ... 10.538 eV

=====

ORCA calculation (ωB97M-V with the def2-TZVPD basis set) on the molecule C3H6FNO.

The geometry in XYZ format:
```
12
Properties=species:S:1:pos:R:3:forces:R:3:mulliken_charge:R:1
C 2.15073 0.80289 0.92986 0.4 2.3 -2.2 -0.5397
C -1.10444 0.11488 -0.31647 3.0 -0.2 -0.7 -0.0667
C -1.93899 -0.92404 -0.94939 1.9 -4.6 5.1 -0.1760
H 2.78383 0.30304 0.20700 0.2 -0.2 0.0 0.2656
H 2.79112 1.70860 1.36495 -2.2 -1.3 -1.4 0.2194
H 1.96542 0.20254 1.74008 -0.7 -1.6 1.8 0.2972
H -1.66862 0.96480 0.04102 0.5 0.6 0.2 0.3825
H -2.57258 -1.41730 -0.08634 0.2 1.6 -1.9 0.1889
H -2.44946 -0.67995 -1.82462 -0.6 0.0 -1.6 0.3049
N 0.19911 -0.08013 -0.30388 -1.7 2.2 1.0 -0.3468
O 0.86381 1.12790 0.20015 0.5 -0.5 1.0 -0.2154
F -1.01994 -2.12323 -1.00236 -1.6 1.7 -1.4 -0.3137
```
Forces are in eV/Å.

## Properties
ΔE to the lowest compared entry with this formula, charge and spin ... 4.449 eV
Total energy ... -347.6245 hartree
SMILES ... CO/N=C/CF
Net charge ... 0
Orbital gap ... 10.666 eV

=====

ORCA calculation (ωB97M-V with the def2-TZVPD basis set) on the molecule C3H6FNO.

The geometry in XYZ format:
```
12
Properties=species:S:1:pos:R:3:forces:R:3:mulliken_charge:R:1
C -1.16683 0.04617 -0.09106 8.0 5.9 0.9 0.3570
C 0.30185 -0.63599 0.03847 -4.6 -3.8 1.1 -0.3893
C 1.31596 0.34066 0.01683 1.5 6.0 1.4 -0.2543
H -3.21582 -0.06810 0.10612 3.3 -1.6 -0.2 0.3207
H -2.38276 -1.62896 -0.46371 0.9 3.3 2.0 0.2988
H 0.31468 -1.00951 1.19179 -0.3 -0.1 -3.0 0.1872
H 0.49797 -1.45430 -0.71306 -0.3 0.5 1.0 0.3384
H 1.37524 0.68448 1.08781 -0.3 0.8 -1.2 0.2001
H 1.08507 1.41218 -0.66355 1.3 -3.7 1.5 0.2631
N -2.23857 -0.63291 0.06019 -7.1 -2.9 -1.7 -0.4033
O -0.92908 1.33316 -0.01601 -3.5 -4.2 -0.3 -0.6262
F 2.52470 -0.29731 -0.06934 1.1 -0.3 -1.3 -0.2923
```
Forces are in eV/Å.

## Properties
ΔE to the lowest compared entry with this formula, charge and spin ... 2.952 eV
Total energy ... -347.6796 hartree
SMILES ... NC(=O)CCF
Net charge ... 0
Orbital gap ... 10.037 eV

=====

ORCA calculation (ωB97M-V with the def2-TZVPD basis set) on the molecule C3H6FNO2.

The geometry in XYZ format:
```
13
Properties=species:S:1:pos:R:3:forces:R:3:mulliken_charge:R:1
C -1.03076 0.37007 0.42885 0.1 1.7 -0.3 0.5338
C -2.23815 -0.46940 0.13090 -0.4 -1.0 -0.2 -0.8808
C 2.35276 0.45342 -0.35425 0.1 2.4 -2.0 -0.5001
N 0.17824 -0.22728 0.04742 0.7 0.1 -0.9 0.2008
O -1.01099 1.55045 0.73833 -0.4 -1.6 -0.2 -0.5387
O 1.27741 0.32391 0.57869 0.6 -0.7 0.9 -0.2143
F 0.16963 -1.62697 0.23306 0.1 0.0 0.3 -0.2483
H -2.42841 -1.15559 1.01178 -0.1 0.8 -1.1 0.2515
H -2.17714 -1.06657 -0.82497 0.5 0.4 1.2 0.3019
H -3.04800 0.21774 -0.08569 -0.3 0.1 0.6 0.3098
H 1.99836 0.07075 -1.34346 0.3 0.7 0.7 0.2879
H 3.30786 -0.03089 -0.18546 -0.3 -0.7 1.1 0.2799
H 2.64920 1.59036 -0.37520 -0.9 -2.0 -0.2 0.2165
```
Forces are in eV/Å.

## Properties
ΔE to the lowest compared entry with this formula, charge and spin ... 4.494 eV
Total energy ... -422.8671 hartree
SMILES ... CON(F)C(C)=O
Net charge ... 0
Orbital gap ... 10.876 eV

=====

no.,strongest force on any atom (Eh/bohr)
1,0.093
2,0.065
3,0.040
4,0.092
5,0.093
6,0.208
7,0.038
8,0.103
9,0.105
10,0.140
11,0.195
12,0.060